Record 1
A structure of composition C24H46N2PPdS5SbSi3, computed with the ωB97M-V functional and the def2-TZVPD basis.

Last column: Löwdin charge in e.
Geometry (Å):
1 Pd 0.14 -0.80 -0.23  0.138
2 S -5.99 -4.65 0.92  0.495
3 C -4.67 -3.68 0.76  -1.523
4 S -3.79 -3.00 2.07  0.873
5 C -2.60 -2.08 1.16  -1.198
6 C -2.72 -2.19 -0.17  -1.125
7 S -1.72 -1.49 -1.45  0.446
8 S -4.02 -3.21 -0.77  0.869
9 S -1.43 -1.22 2.14  0.448
10 N 7.45 -0.12 0.68  0.182
11 C 6.31 -0.08 0.56  -0.161
12 C 4.88 -0.02 0.41  -0.205
13 C 4.31 0.03 -0.86  0.012
14 C 2.93 0.06 -0.95  -0.139
15 N 2.14 0.04 0.12  -0.045
16 C 2.70 0.01 1.34  -0.136
17 C 4.07 -0.02 1.53  0.021
18 H 4.92 0.05 -1.76  0.130
19 H 2.44 0.11 -1.91  0.109
20 H 2.01 0.02 2.18  0.101
21 H 4.48 -0.05 2.53  0.131
22 C -4.28 1.04 -1.65  -0.214
23 Si -3.55 1.85 -0.13  0.342
24 C -4.24 1.15 1.46  -0.205
25 C -3.90 3.69 -0.20  -0.208
26 Sb -0.99 1.52 -0.11  0.892
27 Si -0.19 2.75 -2.22  0.317
28 C 1.54 3.45 -1.96  -0.224
29 C -1.30 4.16 -2.78  -0.227
30 C -0.15 1.43 -3.56  -0.232
31 Si -0.08 2.82 1.90  0.329
32 C 1.73 3.29 1.60  -0.218
33 C -0.22 1.73 3.41  -0.252
34 C -1.09 4.38 2.16  -0.230
35 H -5.36 1.20 -1.64  0.040
36 H -4.08 -0.03 -1.68  -0.019
37 H -3.88 1.48 -2.57  0.026
38 H -5.33 1.23 1.44  0.041
39 H -3.88 1.71 2.32  0.029
40 H -3.96 0.11 1.60  -0.011
41 H -4.98 3.82 -0.08  0.039
42 H -3.62 4.14 -1.15  0.008
43 H -3.42 4.25 0.60  0.004
44 H 1.51 4.32 -1.32  0.027
45 H 1.94 3.76 -2.93  0.035
46 H 2.24 2.74 -1.53  -0.004
47 H -1.45 4.89 -1.98  0.023
48 H -2.27 3.80 -3.10  0.021
49 H -0.84 4.68 -3.62  0.034
50 H 0.12 0.44 -3.17  -0.012
51 H 0.55 1.71 -4.35  0.030
52 H -1.14 1.32 -4.01  0.031
53 H 2.33 3.05 2.48  0.031
54 H 1.81 4.37 1.43  0.032
55 H 2.17 2.80 0.74  -0.015
56 H 0.22 0.74 3.26  -0.029
57 H -1.26 1.54 3.67  0.022
58 H 0.27 2.20 4.26  0.037
59 H -1.14 4.98 1.26  0.024
60 H -0.62 5.00 2.94  0.035
61 H -2.10 4.16 2.49  0.022
62 C 2.53 -4.23 2.23  -0.142
63 C 1.49 -3.16 1.94  -0.405
64 P 0.97 -2.98 0.18  0.877
65 C 2.51 -3.34 -0.76  -0.387
66 C 2.40 -3.03 -2.25  -0.153
67 C -0.10 -4.44 -0.02  -0.365
68 C -0.46 -4.83 -1.45  -0.146
69 H 2.68 -4.31 3.31  0.075
70 H 3.49 -4.01 1.77  0.062
71 H 2.21 -5.21 1.88  0.066
72 H 1.83 -2.19 2.30  0.044
73 H 0.55 -3.34 2.48  0.054
74 H 2.80 -4.38 -0.59  0.088
75 H 3.29 -2.72 -0.30  0.063
76 H 1.99 -3.88 -2.80  0.061
77 H 3.38 -2.81 -2.67  0.070
78 H 1.74 -2.18 -2.43  0.041
79 H -0.99 -4.23 0.57  0.072
80 H 0.42 -5.27 0.47  0.082
81 H -0.85 -3.97 -2.00  0.018
82 H -1.22 -5.60 -1.44  0.078
83 H 0.41 -5.22 -1.98  0.058

M	866.4	g mol⁻¹
gap between HOMO and LUMO	0.1785	Eh
E_HOMO	-6.2	eV
LUMO level	-1.4	eV
ΔE to the lowest compared entry with this formula, charge and spin	0.277	eV
net charge	0



Record 2
A structure of composition C48H33FHgN8O3SSe, computed with the ωB97M-V functional and the def2-TZVPD basis.

Last column: Löwdin charge in e.
Geometry (Å):
1 Hg 0.61 -0.57 0.40  1.239
2 C -2.02 3.43 -5.13  -0.048
3 C -3.17 3.27 -4.14  -0.312
4 C -3.60 4.61 -3.58  -0.151
5 C -4.85 4.44 -2.73  -0.136
6 C -4.62 3.37 -1.69  -0.139
7 C -5.39 3.34 -0.55  0.041
8 C -5.17 2.38 0.42  -0.262
9 F -5.95 2.37 1.52  0.059
10 C -4.17 1.45 0.30  0.072
11 C -3.38 1.46 -0.85  -0.045
12 C -2.30 0.45 -0.97  -0.336
13 O -2.12 -0.35 -0.04  -0.008
14 C -1.56 0.49 -2.20  -0.036
15 C -1.88 1.42 -3.14  0.018
16 N -2.83 2.38 -3.01  0.019
17 C -3.61 2.41 -1.86  -0.078
18 C -0.46 -0.49 -2.60  -0.622
19 O -0.21 -0.59 -3.80  0.026
20 O 0.12 -1.12 -1.66  -0.128
21 H -2.29 4.21 -5.84  0.082
22 H -1.82 2.52 -5.69  0.082
23 H -1.10 3.73 -4.61  0.096
24 H -4.02 2.82 -4.67  0.157
25 H -3.79 5.30 -4.41  0.117
26 H -2.79 5.02 -2.97  0.134
27 H -5.69 4.16 -3.37  0.124
28 H -5.12 5.37 -2.24  0.118
29 H -6.18 4.07 -0.40  0.129
30 H -3.97 0.71 1.06  0.135
31 H -1.33 1.38 -4.07  0.122
32 N -0.31 -2.91 1.41  0.085
33 C -0.54 -3.86 0.36  -0.272
34 C -1.78 -4.49 0.29  -0.067
35 C -2.07 -5.33 -0.79  -0.113
36 C -1.17 -5.49 -1.81  -0.061
37 C 0.09 -4.84 -1.78  -0.174
38 C 0.95 -4.80 -2.89  -0.080
39 C 2.04 -3.93 -2.85  -0.096
40 C 2.41 -3.28 -1.71  -0.079
41 N 1.75 -3.58 -0.50  0.035
42 C 0.43 -4.11 -0.61  -0.113
43 H -1.18 -2.71 1.88  0.093
44 H 0.36 -3.24 2.10  0.045
45 H -2.51 -4.31 1.06  0.095
46 H -3.03 -5.84 -0.82  0.093
47 H -1.42 -6.09 -2.68  0.100
48 H 0.69 -5.34 -3.80  0.086
49 H 2.62 -3.74 -3.75  0.103
50 H 3.27 -2.64 -1.67  0.085
51 S 5.40 -0.79 0.31  1.078
52 C 4.78 0.56 -0.58  -0.471
53 C 5.46 1.69 -1.03  -0.103
54 C 4.75 2.65 -1.74  -0.108
55 C 3.39 2.47 -2.00  -0.094
56 C 2.72 1.34 -1.56  -0.030
57 C 3.42 0.37 -0.83  -0.311
58 N 2.88 -0.78 -0.31  -0.008
59 C 3.78 -1.54 0.31  -0.526
60 C 3.56 -2.79 0.95  -0.201
61 C 4.42 -3.16 2.02  -0.085
62 C 4.12 -4.17 2.88  -0.117
63 C 2.92 -4.91 2.70  -0.100
64 C 2.10 -4.64 1.64  -0.054
65 C 2.41 -3.62 0.69  -0.191
66 H 6.52 1.81 -0.83  0.102
67 H 5.26 3.53 -2.10  0.094
68 H 2.85 3.22 -2.56  0.097
69 H 1.68 1.17 -1.80  0.090
70 H 5.32 -2.58 2.18  0.076
71 H 4.78 -4.40 3.71  0.092
72 H 2.66 -5.71 3.38  0.096
73 H 1.24 -5.28 1.46  0.119
74 Se -0.82 3.32 7.18  0.930
75 N -0.88 3.80 5.45  -0.290
76 C -0.40 2.78 4.76  -0.376
77 C -0.25 2.78 3.33  -0.098
78 C -0.60 3.89 2.55  -0.008
79 C -0.39 3.87 1.20  -0.063
80 C 0.14 2.71 0.63  -0.150
81 N 0.46 1.64 1.32  0.037
82 C 0.29 1.64 2.67  -0.167
83 C 0.68 0.49 3.42  -0.164
84 N 1.18 -0.59 2.75  0.047
85 C 1.62 -1.62 3.44  -0.142
86 C 1.57 -1.70 4.84  -0.043
87 C 1.02 -0.64 5.53  -0.008
88 C 0.57 0.49 4.84  -0.098
89 C 0.02 1.63 5.52  -0.374
90 N -0.11 1.70 6.83  -0.287
91 H -1.02 4.76 3.05  0.111
92 H -0.64 4.71 0.57  0.094
93 H 0.32 2.66 -0.44  0.096
94 H 2.04 -2.44 2.87  0.066
95 H 1.95 -2.58 5.33  0.100
96 H 0.93 -0.66 6.61  0.111

M	1100.5	g mol⁻¹
gap between HOMO and LUMO (spin up / spin down)	0.1576 / 0.1591	Eh
E_HOMO (spin up / spin down)	-2.4 / -2.4	eV
LUMO level (spin up / spin down)	1.9 / 2.0	eV
net charge	-1
2S+1	2